No. 1
The following is a quantum chemistry calculation of C19H42BiNO3P3 as an isolated structure at a distorted geometry, from the Open Molecules 2025 dataset.

The geometry in XYZ format:
```
69
C19H42BiNO3P3 ωB97M-V/def2-TZVPD
Bi 1.238 -0.797 0.453
P 0.033 1.270 1.593
P 0.599 -2.284 2.544
P 1.117 0.406 -1.876
H -0.888 -2.899 0.042
C -0.220 -2.555 -0.766
C 1.076 -2.935 -0.852
H 1.560 -3.620 -0.134
C -1.773 1.238 1.370
C 0.385 1.330 3.372
C 0.647 2.840 0.927
C 0.840 -4.053 2.209
C 1.552 -1.932 4.044
C -1.179 -2.074 2.917
C 1.455 -0.742 -3.242
C 2.295 1.769 -2.040
C -0.572 1.045 -2.160
H -0.710 -1.935 -1.537
H 1.739 -2.672 -1.694
H -2.116 2.150 1.894
H -2.202 0.325 1.830
H -2.032 1.280 0.293
H -0.099 2.273 3.697
H 1.485 1.379 3.524
H -0.040 0.463 3.917
H 0.139 3.599 1.555
H 0.385 2.977 -0.141
H 1.748 2.890 1.068
H 0.535 -4.555 3.147
H 1.910 -4.237 1.986
H 0.211 -4.384 1.363
H 0.949 -2.359 4.872
H 1.704 -0.842 4.188
H 2.535 -2.440 3.952
H -1.383 -2.856 3.668
H -1.781 -2.256 2.007
H -1.402 -1.072 3.321
H 1.362 -0.116 -4.151
H 0.722 -1.570 -3.254
H 2.483 -1.144 -3.141
H 2.061 2.222 -3.025
H 3.326 1.353 -2.032
H 2.181 2.510 -1.222
H -0.556 1.405 -3.204
H -0.830 1.870 -1.472
H -1.315 0.231 -2.055
C -5.101 2.584 -2.332
C -6.501 2.397 -2.360
C -7.012 1.348 -3.127
C -6.145 0.514 -3.853
C -4.764 0.720 -3.817
C -4.232 1.759 -3.058
O -4.516 3.571 -1.580
H -5.201 4.072 -1.141
H -7.148 3.060 -1.785
H -8.088 1.180 -3.160
H -6.558 -0.302 -4.451
H -4.082 0.077 -4.381
H -3.162 1.963 -3.008
N 5.973 0.486 0.753
C 5.616 -0.787 1.504
C 4.245 -1.140 0.947
O 3.937 -2.215 0.451
O 3.503 -0.076 1.047
H 6.057 0.304 -0.258
H 6.899 0.794 1.067
H 5.302 1.260 0.894
H 6.345 -1.571 1.335
H 5.463 -0.493 2.555
```

Summary:
gap between HOMO and LUMO = 3.7 eV
net charge = +3
multiplicity = 1
lowest unoccupied orbital energy = -10.146 eV
energy = -61695.83897 eV

Here are the Mulliken charges for atoms 1 to 2, given in e: atom 1 (Bi): 0.76, atom 2 (P): 0.61

---

No. 2
The following is a quantum chemistry calculation of C19H42Cl5F2KLi2N2O13P2S as an isolated structure at a distorted geometry, from the Open Molecules 2025 dataset.

The geometry in XYZ format:
```
89
C19H42Cl5F2KLi2N2O13P2S ωB97M-V/def2-TZVPD
C -0.154 3.850 -1.292
C -0.190 3.821 0.327
C -1.265 4.823 0.714
C -0.469 2.377 0.680
N -0.295 1.976 2.142
C -1.551 1.720 2.885
O -2.511 2.690 2.595
N -3.592 2.572 3.593
O -3.523 3.391 4.347
P 0.768 3.091 3.175
S -0.135 4.469 4.141
C 0.437 0.637 2.129
C 1.892 0.749 1.805
F -0.201 -0.234 1.411
H 0.535 3.044 -1.687
H -1.127 3.699 -1.677
H 0.260 4.848 -1.620
H 0.828 4.191 0.634
H -1.656 4.708 1.693
H -2.000 4.842 -0.049
H -0.808 5.792 0.685
H 0.111 1.772 0.030
H -1.472 2.176 0.391
H -1.338 1.739 3.934
H -1.962 0.752 2.696
H 1.337 2.199 4.096
H 1.841 3.560 2.396
H 0.392 0.293 3.139
H 2.165 -0.170 1.350
H 2.493 0.862 2.668
H 2.074 1.497 1.075
C 5.856 0.152 1.190
Cl 4.928 -1.324 1.466
Cl 6.179 0.940 2.737
Cl 7.371 -0.252 0.405
Cl 4.936 1.264 0.152
C -1.871 -4.566 -3.234
O -1.274 -3.231 -3.541
P -2.311 -1.909 -3.603
O -1.512 -0.981 -4.453
O -2.221 -1.554 -1.996
C -1.011 -1.176 -1.402
O -3.806 -1.151 -3.660
C -4.946 -1.870 -3.113
H -1.068 -5.302 -3.264
H -2.347 -4.540 -2.245
H -2.594 -4.836 -3.985
H -0.294 -0.768 -2.118
H -0.570 -2.036 -0.891
H -1.242 -0.413 -0.659
H -4.804 -2.067 -2.047
H -5.100 -2.812 -3.641
H -5.830 -1.250 -3.241
O 1.130 -5.733 -4.128
H 1.219 -4.790 -4.400
Li 1.162 -5.672 -2.273
Cl -2.351 -7.253 -3.518
K 1.915 5.346 -1.035
C 2.268 -4.335 4.369
C 3.038 -3.544 3.350
O 3.438 -4.534 2.427
C 2.484 -5.522 2.474
O 2.372 -6.341 1.662
O 1.707 -5.393 3.565
F 4.153 -2.962 3.885
H 2.914 -4.764 5.135
H 1.492 -3.748 4.850
H 2.449 -2.784 2.835
C 0.376 2.639 -5.871
C -0.061 2.146 -7.242
C -1.572 2.243 -7.406
O 0.359 0.802 -7.419
H -0.072 2.027 -5.093
H 1.458 2.553 -5.757
H 0.086 3.682 -5.706
H 0.430 2.734 -8.018
H -2.078 1.622 -6.665
H -1.872 1.879 -8.387
H -1.919 3.273 -7.295
H -0.064 0.263 -6.738
O 0.682 -1.832 5.700
C -0.127 -1.241 6.438
C -0.036 -1.944 8.053
O -0.853 -1.350 8.752
H -1.193 -1.297 6.166
H 0.028 -0.163 6.595
H 1.032 -1.856 8.314
H -0.187 -3.022 7.878
Li -1.163 6.818 -2.765
```

Summary:
gap between HOMO and LUMO = 1.2 eV
net charge = 0
multiplicity = 1
lowest unoccupied orbital energy = -4.119 eV
energy = -164159.70039 eV

Here are the Mulliken charges for atoms 1 to 2, given in e: atom 1 (C): -1.29, atom 2 (C): 1.80

---

Q: What is the energy in the second record?
A: -164159.70039 eV